A single C31H33FN4O2S molecule. Source: OMol25; level of theory: wB97M-V/def2-TZVPD.

Output
HOMO: -7.989 eV
SMILES: CCN1CCN(CCNC(=O)c2ccc3c(c2)N(Cc2ccc(F)cc2)C(=O)/C(=C/c2ccccc2)S3)CC1
Relative energy (zero: lowest compared OMol25 entry of this formula, charge and spin): 0.000 eV
Total energy: -56291.7973 eV

Geometry as ORCA input:
```
! wB97M-V def2-TZVPD RIJCOSX def2/J DEFGRID3
* xyz 0 1
C -3.221 -5.420 4.079
C 2.552 -2.895 0.712
O 1.055 -4.834 1.699
H -0.930 1.985 -0.334
C -1.339 -0.055 0.145
C -1.674 3.800 -3.188
H 2.441 -0.415 0.638
H 6.256 -0.532 2.273
C -4.011 -4.561 1.981
H 2.892 4.177 -0.586
H 3.545 -2.057 5.192
C 5.354 -1.076 2.502
C 0.853 0.891 0.183
C -5.313 -4.772 2.393
C -2.581 2.947 -5.978
C -5.575 -5.293 3.649
H -6.594 -5.455 3.968
C -1.013 -3.755 1.622
N 1.372 3.222 0.391
H -2.561 4.253 -3.632
C 0.451 -3.812 1.419
C 1.122 3.736 -2.895
H 0.254 5.713 -0.351
C 0.561 -1.473 0.660
C -0.516 1.038 -0.021
H 2.147 -3.022 3.392
H 1.432 4.521 -3.606
H 2.012 3.283 -2.460
C -0.816 -1.295 0.497
N 0.290 4.288 -1.840
H -0.824 1.764 -5.679
C -0.895 4.874 -2.437
H -3.824 -4.193 0.984
C 1.001 5.210 -0.974
H -2.070 1.508 -4.441
H -6.129 -4.535 1.726
C -2.941 -4.866 2.824
H 2.721 -3.978 0.679
H -4.720 -6.041 5.465
C 4.563 -1.609 1.502
H 1.551 5.985 -1.536
H -2.402 -5.677 4.735
H 0.422 3.296 0.721
H 2.819 -2.465 -0.257
C 1.977 4.452 -0.060
H 2.241 5.081 0.796
H 4.854 -1.477 0.470
H -1.524 5.291 -1.645
H -0.635 5.684 -3.141
C -4.522 -5.621 4.489
F 5.727 -0.723 4.801
C 1.810 2.016 -0.034
H 0.098 1.843 -2.946
C 4.965 -1.246 3.818
C 3.816 -1.937 4.155
H 0.972 2.258 -4.443
N -0.851 3.235 -4.239
C 1.375 -0.353 0.504
C -1.556 -4.659 2.463
C 3.400 -2.305 1.810
C 3.038 -2.468 3.142
H -0.842 -5.297 2.970
C -1.567 2.274 -5.060
N 1.120 -2.723 0.922
S -1.968 -2.607 0.695
H -1.998 3.020 -2.473
O 2.907 1.840 -0.530
H -2.946 2.229 -6.708
C 0.344 2.662 -3.647
H -2.406 0.026 0.000
H -3.435 3.328 -5.423
H -2.108 3.772 -6.502
*
```